1.
Density functional theory data (the ωB97M-V functional and the def2-TZVPD basis) for a cluster of 11 separate species, C44H74O18 in total.

Properties
- SMILES string: O=C1CCCO1.O=C1CCCO1.O=C1CCCO1.O=C1CCCO1.O=C1CCCO1.O=C1CCCO1.O=C1CCCO1.C1CCOC1.C1CCOC1.C1CCOC1.C1CCOC1
- ΔE to the lowest compared entry with this formula, charge and spin: 0.0 kJ/mol

ORCA input file:
```
! wB97M-V def2-TZVPD RIJCOSX def2/J DEFGRID3
* xyz 0 1
O 4.60 -1.35 3.24
C 4.53 -2.32 2.55
C 5.23 -3.64 2.71
C 5.22 -4.06 1.21
C 3.90 -3.50 0.66
O 3.83 -2.29 1.41
H 6.22 -3.56 3.15
H 4.63 -4.30 3.34
H 5.97 -3.55 0.60
H 5.40 -5.14 1.19
H 3.87 -3.28 -0.41
H 3.03 -4.11 0.88
O -2.06 -4.54 -3.50
C -2.95 -3.79 -3.11
C -3.68 -2.61 -3.79
C -4.35 -1.89 -2.67
C -4.45 -2.97 -1.54
O -3.44 -3.91 -1.86
H -3.00 -1.96 -4.34
H -4.37 -3.03 -4.53
H -3.82 -0.97 -2.41
H -5.33 -1.49 -2.93
H -4.50 -2.59 -0.52
H -5.44 -3.39 -1.73
O -1.88 6.61 -0.01
C -1.43 5.51 -0.24
C -0.09 5.14 -0.89
C -0.10 3.67 -0.71
C -1.56 3.28 -0.40
O -2.12 4.46 0.14
H 0.08 5.51 -1.90
H 0.71 5.59 -0.31
H 0.29 3.10 -1.56
H 0.55 3.34 0.11
H -2.12 2.92 -1.27
H -1.58 2.37 0.21
O 2.59 1.32 5.59
C 2.89 1.59 4.43
C 2.32 1.00 3.15
C 2.49 2.22 2.19
C 3.73 2.94 2.74
O 3.74 2.62 4.11
H 2.93 0.16 2.83
H 1.29 0.70 3.33
H 2.60 1.90 1.15
H 1.61 2.86 2.15
H 4.58 2.57 2.16
H 3.60 4.02 2.78
O -1.03 4.02 -3.98
C -1.02 3.15 -4.89
C -0.32 1.78 -4.94
C -0.29 1.56 -6.40
C -1.46 2.23 -6.98
O -1.66 3.34 -6.08
H 0.67 1.96 -4.52
H -0.84 1.02 -4.36
H 0.60 2.02 -6.83
H -0.29 0.49 -6.63
H -1.27 2.70 -7.94
H -2.41 1.71 -6.86
O 1.99 -3.75 -1.93
C 1.70 -2.90 -2.79
C 1.14 -3.17 -4.20
C 0.73 -1.78 -4.63
C 1.58 -0.91 -3.84
O 1.89 -1.62 -2.68
H 1.85 -3.53 -4.94
H 0.30 -3.87 -4.21
H 0.92 -1.64 -5.69
H -0.32 -1.56 -4.45
H 2.54 -0.73 -4.32
H 1.03 -0.02 -3.56
O -1.25 0.35 -2.16
C -0.83 -0.11 -1.11
C -1.40 -1.22 -0.27
C -0.32 -1.43 0.78
C 0.53 -0.19 0.73
O 0.21 0.45 -0.51
H -2.29 -0.86 0.25
H -1.65 -2.19 -0.70
H -0.69 -1.67 1.78
H 0.39 -2.22 0.52
H 0.34 0.45 1.60
H 1.58 -0.47 0.66
C -3.26 1.65 3.77
C -2.54 2.90 3.29
C -1.06 2.55 3.65
O -1.01 1.17 3.23
C -2.30 0.60 3.21
H -4.27 1.63 3.35
H -3.36 1.61 4.85
H -2.85 3.82 3.79
H -2.58 3.01 2.20
H -0.91 2.65 4.73
H -0.33 3.11 3.07
H -2.27 -0.35 3.75
H -2.57 0.50 2.16
C 0.07 -3.70 3.79
C 0.89 -2.45 4.29
C 0.38 -2.35 5.73
O -1.00 -2.64 5.61
C -1.20 -3.66 4.64
H 0.73 -4.54 3.98
H -0.06 -3.67 2.71
H 0.69 -1.52 3.77
H 1.97 -2.60 4.27
H 0.60 -1.43 6.26
H 0.80 -3.14 6.36
H -2.06 -3.46 4.00
H -1.35 -4.64 5.09
C 5.31 0.52 0.04
C 4.54 0.65 -1.28
C 4.88 -0.68 -1.89
O 6.23 -0.96 -1.48
C 6.58 -0.30 -0.28
H 4.69 0.03 0.79
H 5.52 1.51 0.46
H 4.92 1.45 -1.92
H 3.47 0.79 -1.12
H 4.71 -0.75 -2.96
H 4.26 -1.44 -1.40
H 7.43 0.36 -0.42
H 6.81 -0.96 0.55
C -5.29 2.57 0.04
C -6.33 2.21 1.06
C -6.97 0.95 0.41
O -5.73 0.31 0.02
C -4.62 1.18 -0.24
H -4.67 3.33 0.52
H -5.62 3.01 -0.90
H -7.09 2.97 1.25
H -5.83 2.05 2.01
H -7.55 1.07 -0.50
H -7.58 0.42 1.14
H -4.21 1.13 -1.25
H -3.83 0.99 0.48
*
```

Löwdin population analysis, charges in e, atoms 1 to 5: 0.11, -0.52, -0.05, -0.12, -0.14


2.
Density functional theory data (the ωB97M-V functional and the def2-TZVPD basis) for a cluster of 8 separate species, C44H75Br3F3N7O12PS2 in total.

ORCA input file:
```
! wB97M-V def2-TZVPD RIJCOSX def2/J DEFGRID3
* xyz -1 1
C -0.82 6.45 0.29
O -0.15 5.98 -0.86
C -1.01 5.81 -1.98
C -1.34 4.34 -2.23
C -2.37 4.20 -3.36
C -1.79 3.96 -4.76
C -0.91 2.71 -4.90
C 0.60 2.94 -4.79
C 1.39 1.66 -4.54
C 0.98 0.88 -3.27
C 0.27 -0.43 -3.64
C 0.23 -1.47 -2.51
C 1.69 -1.97 -2.40
C 2.33 -2.58 -3.47
C 3.65 -2.99 -3.41
C 4.38 -2.79 -2.24
C 3.75 -2.21 -1.16
C 2.42 -1.81 -1.23
O -0.09 -0.86 -1.28
P -1.27 -1.66 -0.37
C -0.50 -1.05 1.26
C -0.25 0.42 1.48
C -0.84 1.05 2.58
C -0.61 2.39 2.87
C 0.26 3.14 2.09
C 0.89 2.53 1.01
C 1.87 3.30 0.16
C 0.63 1.20 0.73
C -2.59 -0.29 -0.47
Br -2.74 0.56 -2.17
C -3.40 0.11 0.51
C -3.40 -0.43 1.90
Br -4.69 1.50 0.31
S -2.68 -3.29 0.61
O -2.55 -3.43 2.06
O -2.31 -4.52 -0.07
C -4.52 -3.21 0.15
F -5.28 -2.70 1.14
F -4.96 -4.47 -0.05
F -4.73 -2.51 -0.96
O -1.87 -2.35 -1.86
C -0.87 -2.59 -2.75
S -1.67 -2.54 -4.41
Br -0.14 -4.46 -2.61
H -0.89 7.54 0.29
H -1.82 6.02 0.39
H -0.24 6.13 1.16
H -1.95 6.34 -1.83
H -0.50 6.23 -2.85
H -1.77 3.92 -1.31
H -0.42 3.78 -2.42
H -3.05 3.38 -3.13
H -2.94 5.13 -3.40
H -2.65 3.82 -5.43
H -1.25 4.83 -5.13
H -1.09 2.33 -5.91
H -1.25 1.92 -4.22
H 0.86 3.72 -4.06
H 0.93 3.33 -5.76
H 2.44 1.92 -4.44
H 1.31 1.04 -5.44
H 1.83 0.73 -2.61
H 0.24 1.48 -2.72
H -0.73 -0.16 -3.98
H 0.77 -0.86 -4.51
H 1.78 -2.74 -4.39
H 4.08 -3.45 -4.29
H 5.42 -3.09 -2.19
H 4.31 -2.07 -0.24
H 1.98 -1.36 -0.35
H -0.41 -2.80 -0.27
H -0.99 -1.45 2.15
H 0.47 -1.55 1.22
H -1.51 0.49 3.22
H -1.12 2.82 3.72
H 0.44 4.17 2.35
H 2.23 4.16 0.71
H 1.43 3.62 -0.79
H 2.75 2.67 -0.03
H 1.15 0.75 -0.11
H -3.21 0.41 2.58
H -2.70 -1.22 2.12
H -4.40 -0.77 2.16
H -2.78 -3.17 -4.01
O 4.26 1.62 -5.76
C 5.00 1.19 -6.63
N 6.32 0.93 -6.38
C 4.52 0.91 -8.03
H 6.94 0.58 -7.08
H 6.66 1.10 -5.46
H 4.12 1.83 -8.46
H 3.72 0.17 -7.98
H 5.31 0.53 -8.68
O -1.39 -5.31 -6.97
C -1.76 -6.39 -6.56
N -2.20 -7.35 -7.43
C -1.76 -6.79 -5.10
H -2.52 -8.25 -7.13
H -2.22 -7.13 -8.41
H -2.40 -6.12 -4.53
H -0.75 -6.72 -4.71
H -2.12 -7.81 -4.98
O 2.75 2.89 5.33
C 2.51 1.74 5.65
N 1.63 0.96 4.97
C 3.15 1.08 6.85
H 1.44 0.01 5.24
H 1.15 1.34 4.17
H 2.88 1.65 7.74
H 4.23 1.06 6.74
H 2.80 0.06 6.98
O 1.03 1.21 9.15
C 0.53 0.12 9.39
N 0.18 -0.73 8.40
C 0.27 -0.35 10.80
H -0.25 -1.62 8.58
H 0.33 -0.44 7.45
H -0.40 0.36 11.29
H 1.21 -0.37 11.35
H -0.18 -1.34 10.84
O -1.77 -1.48 7.05
C -2.05 -0.61 6.23
N -2.74 -0.91 5.10
C -1.65 0.83 6.40
H -2.98 -0.22 4.41
H -3.01 -1.87 4.94
H -0.57 0.88 6.46
H -2.08 1.23 7.32
H -1.99 1.45 5.56
O 2.80 -4.76 -5.92
C 2.59 -5.90 -5.54
N 1.66 -6.68 -6.15
C 3.35 -6.52 -4.39
H 1.48 -7.63 -5.86
H 1.13 -6.28 -6.90
H 3.16 -5.92 -3.50
H 4.41 -6.50 -4.62
H 3.04 -7.55 -4.20
O -2.85 2.81 8.37
C -2.51 3.62 9.20
N -1.97 3.24 10.39
C -2.65 5.11 8.98
H -1.67 3.89 11.09
H -1.86 2.25 10.55
H -3.69 5.34 8.81
H -2.08 5.39 8.09
H -2.29 5.69 9.83
*
```

Löwdin population analysis, charges in e, atoms 1 to 5: -0.11, -0.20, -0.23, -0.17, -0.20


3.
Density functional theory data (the ωB97M-V functional and the def2-TZVPD basis) for a cluster of 16 separate species, C44H80ClNO37 in total.

ORCA input file:
```
! wB97M-V def2-TZVPD RIJCOSX def2/J DEFGRID3
* xyz 0 1
C 2.81 0.81 0.48
C 1.48 0.56 -0.25
C 1.66 -0.82 -0.88
C 0.38 -1.43 -1.36
C -0.58 -1.66 -0.22
C -0.90 -0.32 0.53
N 0.36 0.48 0.79
O 0.36 1.29 1.70
C -1.53 -0.79 1.87
C -1.86 0.52 -0.29
C 1.33 1.68 -1.26
H 3.57 0.82 -0.31
H 3.12 0.05 1.20
H 2.66 1.73 1.03
H 2.17 -1.52 -0.22
H 2.37 -0.85 -1.71
H 0.51 -2.37 -1.89
H -0.07 -0.73 -2.07
H 0.01 -2.28 0.46
H -1.52 -2.14 -0.50
H -0.91 -1.47 2.45
H -2.46 -1.29 1.63
H -1.88 -0.07 2.62
H -2.90 0.26 -0.06
H -1.83 0.48 -1.38
H -1.86 1.55 0.08
H 1.29 2.70 -0.87
H 0.42 1.63 -1.87
H 2.18 1.61 -1.94
Cl 1.81 -2.99 3.63
O 2.50 -3.00 2.34
O 0.65 -3.81 3.60
O 2.70 -3.57 4.61
O 1.57 -1.61 3.98
C -5.16 -2.55 2.49
C -6.25 -3.10 1.56
O -6.28 -2.11 0.53
C -5.53 -1.03 0.88
O -5.47 0.03 0.32
O -4.93 -1.27 2.04
H -4.26 -3.16 2.57
H -5.56 -2.64 3.50
H -7.19 -3.12 2.11
H -6.07 -4.08 1.13
C -4.77 0.80 -3.31
C -4.48 -0.66 -2.95
O -5.69 -1.39 -3.04
C -6.59 -0.58 -3.56
O -7.75 -0.85 -3.71
O -6.07 0.63 -3.93
H -4.10 1.33 -3.97
H -4.86 1.44 -2.43
H -4.16 -0.72 -1.91
H -3.68 -1.02 -3.59
C -1.23 -1.18 5.66
C -1.87 -2.59 5.61
O -3.27 -2.32 5.53
C -3.46 -1.04 5.24
O -4.48 -0.54 4.86
O -2.34 -0.33 5.35
H -0.46 -1.08 4.89
H -0.85 -0.95 6.66
H -1.70 -3.18 6.51
H -1.51 -3.13 4.73
C -3.76 5.36 2.76
C -3.63 5.07 1.23
O -3.53 3.68 1.21
C -3.22 3.17 2.42
O -3.10 2.01 2.69
O -3.24 4.18 3.33
H -4.76 5.58 3.13
H -3.16 6.20 3.09
H -2.80 5.51 0.68
H -4.57 5.45 0.83
C 0.09 -5.35 0.74
C 0.00 -6.50 1.75
O -1.43 -6.49 1.95
C -2.04 -5.38 1.49
O -3.22 -5.10 1.57
O -1.13 -4.63 0.89
H 0.21 -5.72 -0.28
H 0.82 -4.57 0.94
H 0.52 -6.26 2.67
H 0.27 -7.47 1.34
C -0.35 2.79 6.50
C 0.03 2.12 5.18
O 0.31 3.28 4.41
C -0.31 4.34 4.92
O -0.43 5.37 4.31
O -0.85 4.04 6.09
H 0.53 2.92 7.14
H -0.98 2.21 7.18
H -0.85 1.63 4.74
H 0.87 1.43 5.25
C 1.27 -1.53 -4.56
C 1.36 -1.44 -6.09
O 1.64 -2.77 -6.51
C 1.30 -3.62 -5.47
O 1.21 -4.79 -5.61
O 1.05 -2.90 -4.34
H 0.41 -0.95 -4.23
H 2.22 -1.13 -4.21
H 2.22 -0.83 -6.37
H 0.45 -1.08 -6.57
C 5.98 2.54 -4.19
C 5.19 1.98 -3.00
O 4.12 1.38 -3.70
C 3.98 1.86 -4.94
O 3.03 1.58 -5.61
O 5.00 2.67 -5.22
H 6.72 1.82 -4.53
H 6.50 3.44 -3.87
H 4.84 2.73 -2.29
H 5.75 1.20 -2.48
C -4.69 -4.70 -1.55
C -4.27 -6.08 -2.05
O -2.91 -5.94 -2.48
C -2.58 -4.61 -2.48
O -1.55 -4.19 -2.90
O -3.60 -3.93 -2.02
H -4.90 -4.71 -0.48
H -5.55 -4.35 -2.11
H -4.94 -6.35 -2.87
H -4.38 -6.88 -1.33
O -0.70 4.52 -0.81
H -0.98 5.38 -1.12
H -0.44 4.67 0.11
C -0.30 2.81 -5.08
C -1.44 1.78 -5.05
O -1.63 1.43 -3.67
H 0.61 2.30 -4.75
H -0.35 3.66 -4.39
H -0.19 3.15 -6.11
H -1.19 0.90 -5.65
H -2.42 2.15 -5.37
H -2.02 2.22 -3.28
C 3.75 5.66 -3.40
C 2.61 4.82 -2.86
O 1.79 5.71 -2.06
H 4.36 4.99 -4.02
H 4.38 6.06 -2.61
H 3.44 6.47 -4.06
H 2.91 4.01 -2.20
H 2.01 4.48 -3.71
H 1.10 5.24 -1.58
C 6.62 -0.86 4.00
C 5.32 -1.36 3.33
O 5.48 -2.75 3.01
H 6.85 -1.27 4.98
H 6.48 0.22 4.18
H 7.48 -0.88 3.33
H 5.16 -0.82 2.40
H 4.49 -1.23 4.03
H 4.58 -3.09 3.02
C 6.34 2.62 1.33
C 7.33 1.64 0.75
O 7.77 2.10 -0.51
H 5.91 2.27 2.27
H 5.47 2.73 0.68
H 6.82 3.59 1.48
H 6.95 0.62 0.72
H 8.18 1.63 1.45
H 8.73 2.02 -0.51
*
```

Löwdin population analysis, charges in e, atoms 1 to 5: -0.01, -0.40, -0.12, -0.18, -0.10


no.,DFT total energy (a.u.),lowest unoccupied orbital energy (eV),orbital gap (eV)
1,-3075.22527,0.193,9.80
2,-12167.33351,2.059,8.05
3,-5023.05213,-3.353,6.19